{
  "formula": "C6H14N4",
  "method": "the ωB97M-V functional and the def2-TZVPD basis",
  "elements": ["C", "C", "C", "C", "N", "N", "C", "C", "N", "N", "H", "H", "H", "H", "H", "H", "H", "H", "H", "H", "H", "H", "H", "H"],
  "positions_angstrom": [[0.077, -1.795, -0.848], [-2.466, 0.891, -0.757], [-2.411, -0.492, 1.200], [3.020, 1.270, -0.257], [-0.121, -0.428, -0.416], [-1.942, -0.303, -0.147], [0.515, 0.265, 0.453], [2.378, -0.049, -0.012], [0.436, 1.210, 1.260], [2.842, -1.189, 0.105], [-0.485, 1.592, 1.443], [3.849, -1.325, -0.035], [-0.729, -2.048, -1.532], [0.083, -2.475, 0.005], [1.009, -1.887, -1.408], [-3.557, 0.803, -0.873], [-2.282, 1.810, -0.174], [-2.049, 1.005, -1.757], [-1.901, -1.345, 1.652], [-3.489, -0.711, 1.193], [-2.277, 0.385, 1.859], [2.656, 1.678, -1.201], [2.733, 1.956, 0.539], [4.110, 1.181, -0.291]],
  "forces_ev_per_a": [[0.1, -0.1, 0.0], [0.4, 0.4, -0.1], [0.7, 0.1, 0.6], [0.2, 0.0, -0.1], [-6.1, -0.4, -0.7], [1.8, -0.9, -1.2], [5.9, 0.2, -0.4], [-2.6, 1.1, 1.4], [-0.3, 0.6, 0.5], [0.1, -1.2, 0.0], [-0.2, -0.3, 0.0], [-0.2, 0.5, -0.1], [-0.1, 0.1, 0.2], [0.1, -0.1, -0.1], [0.0, 0.1, 0.3], [0.2, -0.2, 0.1], [0.0, -0.1, -0.1], [0.0, 0.1, 0.1], [-0.1, 0.0, 0.0], [0.2, 0.0, -0.3], [0.0, -0.1, -0.1], [0.0, 0.1, 0.0], [0.0, 0.0, 0.0], [-0.1, 0.0, 0.0]],
  "nbo_charge": [-0.41, -0.43, -0.44, -0.72, -0.30, -0.31, 0.48, 0.35, -0.76, -0.68, 0.35, 0.35, 0.22, 0.20, 0.23, 0.21, 0.16, 0.21, 0.21, 0.21, 0.16, 0.23, 0.26, 0.21],
  "fmax_ev_per_a": 6.2,
  "orbital_gap_ev": 8.68,
  "relative_energy_ev": 4.6944,
  "spin_multiplicity": 1,
  "lumo_ev": 0.7027,
  "homo_energy_ev": -7.97
}